Below is a cluster of 26 separate species, C18H84N2O26 in total, with properties calculated with ωB97M-V with the def2-TZVPD basis set.

Element x y z (Å)
C -27.2503 9.6108 14.9961
C -25.9311 9.2918 15.6850
C -24.9216 8.6928 14.6318
C -24.1628 9.7359 13.7704
C -23.5105 10.7837 14.6936
C -24.4091 11.4413 15.7510
N -25.2984 10.4363 16.4238
O -26.1164 10.9274 17.4747
C -25.1425 12.6367 15.0062
C -23.4090 12.1359 16.7039
C -26.2048 8.0301 16.5725
H -27.6034 8.8747 14.2740
H -27.1273 10.4973 14.3740
H -28.1353 9.8240 15.5956
H -25.5170 8.2367 13.8409
H -24.1478 8.0892 15.1062
H -24.8154 10.1156 12.9842
H -23.3651 9.3283 13.1493
H -23.2106 11.5433 13.9718
H -22.5234 10.4469 15.0102
H -25.3437 12.4625 13.9492
H -24.7390 13.6479 14.9532
H -26.1038 12.7973 15.4942
H -23.8023 12.7239 17.5332
H -22.6247 12.6863 16.1843
H -22.9768 11.2734 17.2113
H -26.8584 8.3788 17.3721
H -25.2838 7.6071 16.9738
H -26.7466 7.2897 15.9840
C -23.1135 1.2944 5.2470
C -24.2242 1.7704 6.2066
C -23.7513 1.2489 7.6286
C -24.5227 1.8679 8.8040
C -24.4733 3.4356 8.7201
C -25.0508 3.9935 7.4199
N -24.3373 3.2716 6.2677
O -24.5056 3.8247 4.9926
C -24.6813 5.5428 7.4154
C -26.6073 3.9061 7.4261
C -25.4288 0.8992 5.9393
H -22.8390 0.2453 5.3577
H -22.2181 1.9139 5.1969
H -23.5805 1.1125 4.2790
H -22.7013 1.4903 7.7938
H -23.9280 0.1778 7.7273
H -24.0744 1.5889 9.7576
H -25.5284 1.4594 8.9033
H -23.4950 3.8512 8.9619
H -25.1273 3.9621 9.4152
H -23.5967 5.6344 7.3566
H -25.1066 6.0389 8.2878
H -25.1130 5.9381 6.4960
H -27.0312 4.1816 6.4605
H -27.0616 4.4873 8.2286
H -26.9614 2.9774 7.8736
H -26.0932 0.9998 6.7976
H -25.1020 -0.1322 5.8069
H -26.0539 1.1459 5.0811
O -16.8185 3.4768 4.0603
H -17.4144 3.7556 4.7556
H -15.9700 3.3856 4.4938
O -20.0818 -3.6803 2.6373
H -19.3997 -3.0118 2.5731
H -20.4850 -3.6958 1.7693
O -23.3886 -5.2685 7.7238
H -23.2892 -4.8853 6.8522
H -24.3349 -5.3055 7.8632
O -24.5596 -1.7628 -0.8028
H -24.0569 -2.5773 -0.8167
H -25.1779 -1.8748 -0.0807
O -18.1059 -1.2076 10.3748
H -19.0276 -1.0376 10.5690
H -17.6700 -1.1679 11.2260
O -27.9627 1.3710 12.3704
H -28.0094 0.6587 11.7327
H -27.7202 2.1398 11.8544
O -28.9968 8.1835 2.4916
H -28.1878 8.6668 2.3234
H -28.7229 7.2678 2.5432
O -31.2246 8.9988 5.9530
H -31.6790 8.3283 6.4632
H -30.5580 8.5171 5.4633
O -24.5946 2.2886 -0.2652
H -24.5656 1.3319 -0.2588
H -24.5413 2.5365 0.6578
O -27.6963 11.8437 8.6558
H -28.6103 11.5754 8.5613
H -27.3068 11.6753 7.7978
O -20.2735 4.6371 1.3169
H -21.1031 4.3683 1.7117
H -19.6499 4.6338 2.0431
O -28.6220 -2.4556 9.6255
H -28.2184 -3.3229 9.6567
H -29.3498 -2.5516 9.0111
O -20.6631 -0.1908 13.9142
H -20.0300 -0.3365 14.6172
H -20.9722 0.7048 14.0513
O -31.6245 3.2787 4.5610
H -30.7964 3.3093 4.0818
H -31.6064 4.0545 5.1214
O -21.4533 8.6677 4.1767
H -20.8980 8.4928 4.9365
H -21.8520 7.8221 3.9712
O -19.6527 5.1163 6.5915
H -20.5729 4.8724 6.4912
H -19.3727 4.6725 7.3920
O -32.0588 5.7102 8.2088
H -32.7866 5.1687 8.5142
H -31.3199 5.4519 8.7597
O -28.5950 -2.0289 0.9706
H -29.4553 -1.9638 0.5561
H -28.6974 -2.7155 1.6297
O -25.0806 11.6099 4.8287
H -25.2054 11.9488 3.9423
H -24.4811 10.8714 4.7212
O -28.3568 3.6546 2.0856
H -27.7130 3.4817 2.7724
H -27.8875 3.4858 1.2686
O -20.8379 4.2706 13.4734
H -20.9645 5.1096 13.9165
H -20.3136 4.4836 12.7015
O -23.6440 -2.9728 12.0793
H -23.7016 -2.3077 11.3933
H -23.1690 -2.5432 12.7907
O -16.7872 -0.9303 2.7475
H -16.2782 -0.9623 1.9375
H -17.1161 -0.0323 2.7889
O -28.9132 -4.7894 4.6406
H -29.8634 -4.7642 4.5279
H -28.7498 -4.2585 5.4201

Output
* E_LUMO: 2.10 eV
* orbital gap: 2.33 eV
* F_max: 2.40 eV/Å
* 2S+1: 1
* total charge: -2